DFT (ωB97M-V with the def2-TZVPD basis set) results for a structure of composition C16H56B2In2O16 in a non-equilibrium geometry.

```
92
Properties=species:S:1:pos:R:3:forces:R:3
In -1.559683 2.098384 2.099158 0.36 -1.48 -1.04
In 1.840205 2.291097 -2.316536 -1.05 -1.44 0.66
B -0.543831 0.605899 -0.440844 -0.04 -2.05 1.65
H -0.765443 1.654586 -0.316778 -1.86 5.81 0.04
H -1.433696 0.012986 -0.296512 -3.53 -1.86 0.28
H -0.004208 0.538123 -1.372751 2.13 0.56 -3.65
H 0.125330 0.396176 0.379200 2.66 -1.52 2.93
B 0.696563 3.774817 0.250845 0.31 1.20 -3.66
H 0.478385 3.982761 1.286887 -1.37 -0.28 5.11
H -0.223973 3.859896 -0.305581 -3.46 1.05 -1.83
H 1.547226 4.332987 -0.108401 2.63 2.58 -1.34
H 1.067322 2.761715 0.230585 1.98 -5.33 0.88
C 2.274514 -0.386538 -5.150003 2.31 -1.21 -0.41
C 2.205878 -1.319781 -3.957417 0.14 -1.14 -0.68
O 1.722405 -0.722232 -2.804064 -0.26 1.66 0.92
O 2.992631 0.794178 -4.798222 -1.27 1.05 0.86
H 1.424260 -0.359746 -5.831516 -0.48 0.88 0.63
H 3.079700 -0.802919 -5.755308 -0.49 -1.24 -0.44
H 3.173514 -1.735506 -3.676417 0.46 0.23 -0.47
H 1.588558 -2.182029 -4.209519 -0.09 -0.02 -0.24
H 1.079799 -1.324778 -2.422505 -0.83 -0.12 0.52
H 3.511400 0.978018 -5.584797 0.26 0.88 0.02
C 3.156785 -3.307916 2.028097 0.09 -2.16 0.89
C 1.753275 -3.037316 1.528098 0.47 -0.56 0.32
O 1.852772 -2.261813 0.341176 0.25 1.06 0.61
O 3.216677 -4.100826 3.281737 0.19 1.19 -2.35
H 3.884837 -2.497874 2.071389 -0.36 0.66 0.40
H 3.546893 -3.914306 1.210660 0.56 -0.52 0.36
H 1.143559 -2.650759 2.344761 -0.38 0.68 -0.20
H 1.329786 -3.989386 1.208229 -0.05 -0.25 0.44
H 0.973444 -2.229007 -0.042615 -0.47 -0.13 -0.60
H 2.466337 -3.914212 3.850728 -0.21 0.15 0.06
C 3.861006 0.030439 0.280783 0.28 1.87 2.62
C 4.670639 -0.494115 -0.865683 1.09 -0.34 1.08
O 4.557183 0.388599 -1.889175 -0.51 0.28 -1.85
O 2.564882 0.446383 -0.023468 0.71 0.09 -0.29
H 4.301378 0.882453 0.798716 0.63 0.63 -0.94
H 3.949097 -0.661608 1.118291 -0.79 -0.99 -0.26
H 4.345350 -1.520141 -1.037566 -0.30 -0.12 -0.54
H 5.716691 -0.469877 -0.560232 0.01 -0.62 0.48
H 5.420292 0.336828 -2.306267 0.21 0.78 -0.71
H 2.097619 -0.383697 0.095890 -1.43 -1.00 -0.18
C -1.889174 2.582197 -3.816762 -0.27 2.10 -0.40
C -1.565873 4.100635 -3.671932 1.42 -1.12 -1.97
O -0.773091 4.356203 -2.517616 -0.52 -0.95 0.30
O -0.751817 1.717511 -3.834325 0.60 0.47 1.29
H -2.285671 2.332060 -4.800800 -0.91 0.88 0.03
H -2.635580 2.461633 -3.031626 0.19 -1.15 0.26
H -2.467825 4.682140 -3.862836 -0.17 0.07 0.83
H -0.917837 4.386066 -4.500588 -0.02 0.03 -0.46
H -0.885623 5.254224 -2.197492 0.08 0.37 -0.08
H -1.197124 0.868402 -3.882529 0.61 -0.67 0.06
C -4.959134 2.175685 -0.420603 -1.00 -1.51 -0.18
C -4.848263 0.676382 0.122186 -0.30 0.95 -0.87
O -4.372887 0.624037 1.441459 0.91 0.22 0.66
O -3.707572 2.815143 -0.360756 0.80 -0.30 0.47
H -5.746857 2.810289 -0.014557 0.03 -0.31 0.85
H -5.253264 2.139988 -1.469562 0.00 -0.61 -0.33
H -4.169394 0.114111 -0.518968 0.36 0.26 -0.18
H -5.758485 0.077280 0.148277 -0.51 0.77 -0.78
H -5.024984 0.099433 1.911738 0.00 0.31 0.52
H -3.858013 3.673723 -0.763031 0.29 0.48 0.18
C -2.113661 -1.722890 3.491181 0.42 0.75 -2.21
C -3.352449 -0.922236 4.089398 -0.11 -1.41 -1.38
O -2.971057 0.385599 4.279340 0.10 0.91 0.64
O -1.617469 -1.027452 2.307441 0.45 1.08 1.35
H -2.252733 -2.716942 3.066201 -0.87 -0.26 0.97
H -1.254911 -1.694072 4.161862 -0.37 0.03 0.51
H -3.748675 -1.464805 4.947720 0.46 0.25 0.49
H -4.195114 -0.849267 3.401874 0.37 -0.64 -0.43
H -2.764378 0.469165 5.213089 0.29 0.56 0.35
H -1.743977 -1.566812 1.523431 -0.74 -0.34 -0.53
C 1.257736 0.363209 4.346997 0.63 -1.82 -1.08
C 2.326425 1.197729 3.594677 -0.24 0.61 1.63
O 1.780312 1.738522 2.456498 -1.61 -0.07 -2.13
O 0.021827 0.932695 4.719413 0.01 0.94 0.18
H 1.663642 -0.331569 5.082255 0.50 0.98 0.84
H 0.871455 -0.437284 3.716059 0.56 -0.05 -1.46
H 3.256588 0.672949 3.376691 -0.14 -0.75 0.23
H 2.642029 2.132332 4.058369 0.18 -0.42 1.69
H 2.372775 2.414497 2.119385 -0.07 0.18 -0.27
H -0.102208 0.727560 5.649003 -0.10 0.50 0.38
C -1.684192 -3.759138 -0.227602 -0.44 0.52 0.08
C -1.238849 -3.211592 -1.602395 0.09 -1.80 0.89
O -0.337688 -2.144904 -1.377013 -0.02 0.75 -0.60
O -2.741156 -2.899129 0.353822 1.02 -0.58 -0.46
H -0.908606 -3.680813 0.534265 0.47 0.06 -0.37
H -1.903084 -4.826460 -0.259589 -0.69 0.13 -0.11
H -2.121237 -3.011386 -2.210176 0.02 0.67 0.06
H -0.668151 -3.930780 -2.189896 -0.06 -0.37 0.34
H -0.882830 -1.387709 -1.151003 -0.08 0.61 0.22
H -3.607253 -3.296105 0.235972 -0.13 -0.17 -0.12
```
Positions in Å, forces in eV/Å.

The calculation puts the molar mass at 755.87 g mol⁻¹. Its energy above the lowest of the compared OMol25 structures with the same formula, charge and spin is 4.719 eV. As for the LUMO energy: -16.88 eV. Its spin multiplicity is 1. Its charge is +4.